[1]
{
  "formula": "C2H3AgFLiO2",
  "method": "wB97M-V/def2-TZVPD",
  "elements": ["F", "O", "O", "C", "C", "H", "H", "Ag", "Li", "H"],
  "coordinates": [[-0.0779, -1.4407, 1.0016], [-1.2026, 0.5128, 0.7190], [0.1617, 0.6455, -1.5681], [0.0118, 0.0386, 0.7303], [0.7433, 0.0799, -0.6199], [0.6500, 0.3939, 1.5605], [1.3894, -0.7895, -0.8611], [-2.1252, 1.0142, -1.3383], [-2.2454, -1.0599, 0.7176], [2.6950, 0.6052, -0.3416]],
  "forces_ev_per_a": [[-0.7, -0.1, 0.0], [-2.1, -0.1, 0.1], [-1.2, 1.0, -1.4], [2.0, 0.1, 0.2], [2.4, -1.4, 0.2], [-0.4, -0.2, -0.2], [-0.8, 0.3, 0.5], [1.4, 0.1, 0.2], [1.2, 0.3, 0.4], [-1.7, 0.2, 0.1]],
  "e_lumo_ev": [-2.1, -2.1],
  "total_charge": 0,
  "orbital_gap_ev": [3.72, 3.72],
  "homo_energy_ha": [-0.2151, -0.2151]
}


[2]
{
  "formula": "C2H3AlO2",
  "method": "wB97M-V/def2-TZVPD",
  "elements": ["Al", "C", "C", "O", "O", "H", "H", "H"],
  "coordinates": [[2.1999, 1.7304, -2.6378], [-0.6620, -0.5046, 0.8194], [0.1226, 0.0609, -0.3143], [-0.4386, 0.3531, -1.3719], [1.3561, 0.2346, -0.1808], [-0.5833, -1.5613, 1.0748], [-1.7152, -0.2264, 0.8600], [-0.2794, -0.0867, 1.7506]],
  "forces_ev_per_a": [[-0.4, -0.4, 0.5], [-1.2, -0.2, 3.4], [2.0, 1.1, -3.3], [-2.2, -0.2, -0.2], [0.9, -0.5, 1.9], [0.4, -0.2, -1.1], [0.1, 0.0, -1.0], [0.4, 0.4, -0.2]],
  "spin_multiplicity": 2,
  "e_lumo_ev": [-5.6, -8.8],
  "total_charge": 1,
  "orbital_gap_ev": [10.29, 5.44],
  "s_squared": 0.758,
  "homo_energy_ha": [-0.5835, -0.5240]
}


[3]
{
  "formula": "C2H3BF2O",
  "method": "wB97M-V/def2-TZVPD",
  "elements": ["B", "C", "C", "O", "F", "F", "H", "H", "H"],
  "coordinates": [[0.7359, 0.9503, -0.7054], [-1.0162, -0.9542, -0.0115], [0.1865, 0.2362, 0.5969], [-1.8749, -0.9707, -0.7984], [-0.5648, -2.0617, 0.7559], [-0.4684, 0.9694, 1.5432], [0.1793, 1.6026, -1.4595], [1.8395, 0.6973, -0.9936], [0.9830, -0.4690, 1.0723]],
  "forces_ev_per_a": [[0.4, -0.5, 0.7], [3.5, 0.7, 2.0], [-0.5, -2.7, -0.9], [0.1, -0.1, 0.4], [-1.4, 0.5, -1.2], [0.1, 0.1, -0.1], [-1.0, 0.8, -0.4], [0.5, -0.3, -0.1], [-1.7, 1.4, -0.5]],
  "e_lumo_ev": -0.9,
  "total_charge": 0,
  "orbital_gap_ev": 10.23,
  "homo_energy_ha": -0.4103
}


[4]
{
  "formula": "C2H3BO3",
  "method": "wB97M-V/def2-TZVPD",
  "elements": ["B", "C", "C", "O", "O", "O", "H", "H", "H"],
  "coordinates": [[0.3378, 0.4835, -0.7304], [0.3212, -1.0568, 0.8137], [-0.8040, -0.3494, 0.9410], [1.0670, -0.5706, -0.2204], [-0.8432, 0.6331, -0.0068], [0.7262, 1.2400, -1.7693], [0.7088, -1.8926, 1.3587], [-1.6274, -0.4216, 1.6209], [0.1136, 1.9344, -2.0074]],
  "forces_ev_per_a": [[-0.4, -0.1, 0.4], [-0.6, 0.1, 0.4], [0.4, -0.6, 0.3], [0.5, 0.1, -0.5], [0.0, 0.5, -0.5], [0.4, 0.1, -0.3], [0.0, -0.1, 0.1], [-0.1, -0.1, 0.1], [-0.2, 0.1, 0.0]],
  "e_lumo_ev": 0.5,
  "total_charge": 0,
  "orbital_gap_ev": 9.48,
  "homo_energy_ha": -0.3282
}


[5]
{
  "formula": "C2H3BiLiO",
  "method": "wB97M-V/def2-TZVPD",
  "elements": ["O", "C", "Li", "Bi", "H", "C", "H", "H"],
  "coordinates": [[1.3685, 0.5240, 0.0622], [1.2056, 0.4853, -1.1999], [0.2978, 0.7181, 1.4739], [0.6481, -1.5736, -0.3513], [1.7470, 1.3028, -1.7292], [-1.2675, -0.5324, 0.4981], [-2.1202, -1.2180, 0.3344], [-1.8793, 0.2938, 0.9117]],
  "forces_ev_per_a": [[0.8, 0.6, -1.6], [1.4, -0.1, 1.9], [-0.5, 0.7, 1.1], [-2.0, 0.5, -0.2], [-0.8, -0.2, -0.5], [-0.6, -1.8, -0.6], [0.6, -0.3, 0.0], [1.1, 0.6, -0.1]],
  "spin_multiplicity": 2,
  "e_lumo_ev": [-11.3, -11.6],
  "total_charge": 2,
  "orbital_gap_ev": [7.39, 8.48],
  "s_squared": 0.765,
  "homo_energy_ha": [-0.6855, -0.7385]
}


[6]
{
  "formula": "C2H3Br2N3",
  "method": "wB97M-V/def2-TZVPD",
  "elements": ["C", "C", "N", "N", "N", "Br", "Br", "H", "H", "H"],
  "coordinates": [[1.0525, 0.3415, 0.0736], [1.0618, 0.6725, 1.3555], [0.0744, -0.2985, -0.6173], [-0.1457, 3.1545, -0.4193], [-0.4718, 2.7090, -1.3714], [2.5556, 1.0128, -0.9679], [2.3294, 1.5597, 2.3382], [0.1935, 0.5383, 1.8667], [-0.7935, -0.5394, -0.0411], [-0.4024, 0.3547, -1.3476]],
  "forces_ev_per_a": [[1.9, 1.7, 0.3], [0.9, 0.0, -1.4], [-4.1, 0.5, -1.6], [-0.5, -0.6, -1.4], [0.4, 0.8, 1.4], [-0.6, -0.7, 0.0], [0.7, 0.3, 0.3], [-2.3, -0.6, 1.6], [2.0, 0.1, -0.4], [1.6, -1.4, 1.2]],
  "e_lumo_ev": 0.7,
  "total_charge": 0,
  "orbital_gap_ev": 9.48,
  "homo_energy_ha": -0.3226
}


no.,E (Ha)
1,-482.69526
2,-470.55393
3,-377.74816
4,-328.70084
5,-374.54181
6,-5390.30359